[1]
{"formula": "C15H21BF10I2O8S", "method": "ωB97M-V with the def2-TZVPD basis set", "symbols": ["C", "C", "I", "C", "I", "B", "S", "O", "O", "F", "H", "H", "H", "H", "H", "H", "C", "C", "O", "C", "O", "C", "F", "F", "F", "H", "H", "H", "H", "H", "C", "C", "O", "C", "O", "C", "F", "F", "F", "H", "H", "H", "H", "H", "C", "C", "O", "C", "O", "C", "F", "F", "F", "H", "H", "H", "H", "H"], "positions_angstrom": [[6.611, 1.960, 0.157], [5.120, 1.744, -0.107], [4.724, 1.130, -2.141], [4.197, 2.956, 0.082], [5.059, 4.819, -0.581], [2.898, 2.745, -0.791], [1.518, 1.582, -0.187], [0.730, 1.157, -1.317], [2.049, 0.584, 0.700], [0.572, 2.514, 0.685], [7.021, 1.067, 0.639], [7.167, 2.118, -0.766], [6.767, 2.801, 0.832], [4.720, 0.940, 0.513], [4.002, 3.103, 1.149], [2.628, 3.353, -1.761], [0.932, -4.057, -1.625], [1.645, -2.878, -2.241], [2.887, -3.281, -2.860], [2.794, -3.828, -4.059], [1.807, -4.023, -4.702], [4.211, -4.160, -4.578], [4.940, -4.774, -3.646], [4.839, -3.028, -4.919], [4.144, -4.940, -5.645], [1.586, -4.569, -0.919], [0.044, -3.723, -1.096], [0.626, -4.775, -2.386], [1.934, -2.157, -1.479], [1.027, -2.364, -2.976], [-2.239, -0.798, -0.433], [-2.111, -1.137, 1.035], [-3.278, -1.825, 1.545], [-3.365, -3.123, 1.318], [-2.580, -3.823, 0.751], [-4.662, -3.667, 1.957], [-5.707, -2.892, 1.667], [-4.523, -3.703, 3.287], [-4.909, -4.894, 1.526], [-3.153, -0.230, -0.608], [-1.391, -0.189, -0.745], [-2.276, -1.690, -1.056], [-2.063, -0.228, 1.632], [-1.220, -1.728, 1.246], [-1.971, 2.900, 2.247], [-3.146, 2.597, 3.151], [-4.174, 3.604, 3.039], [-4.969, 3.496, 1.986], [-4.935, 2.660, 1.133], [-6.026, 4.621, 2.021], [-5.465, 5.801, 2.285], [-6.926, 4.361, 2.974], [-6.652, 4.701, 0.858], [-1.573, 3.892, 2.464], [-1.188, 2.165, 2.411], [-2.264, 2.871, 1.198], [-2.851, 2.617, 4.198], [-3.581, 1.621, 2.938]], "e_homo_ev": -10.146, "relative_energy_kcal_mol": 5.1, "e_lumo_ev": -1.6, "homo_lumo_gap_ev": 8.524, "multiplicity": 1}

[2]
{"formula": "C6H6N2", "method": "ωB97M-V with the def2-TZVPD basis set", "symbols": ["C", "C", "C", "C", "C", "C", "H", "H", "H", "H", "H", "H", "N", "N"], "positions_angstrom": [[-0.378, 1.810, 0.327], [-0.062, 0.336, 0.122], [1.237, -0.373, 0.526], [0.773, -1.284, -0.618], [-0.497, -1.869, -0.024], [-1.129, -0.743, 0.426], [2.260, -0.053, 0.341], [1.338, -0.860, 1.550], [1.458, -1.963, -1.109], [1.186, 0.408, -1.732], [-0.749, -2.898, 0.140], [-2.039, -0.661, 0.949], [-0.743, 2.836, 0.699], [0.297, -0.155, -1.370]], "e_homo_ev": -9.650, "relative_energy_kcal_mol": 70.9, "e_lumo_ev": 0.7, "homo_lumo_gap_ev": 10.387, "multiplicity": 1}

[3]
{"formula": "C3H7IN3O", "method": "ωB97M-V with the def2-TZVPD basis set", "symbols": ["C", "C", "C", "N", "N", "N", "O", "I", "H", "H", "H", "H", "H", "H", "H"], "positions_angstrom": [[1.101, -1.050, 0.199], [0.126, 0.192, 0.878], [-1.137, -0.291, 0.179], [0.084, -2.043, 0.099], [-1.051, -1.572, -0.158], [0.390, 1.617, 0.906], [-0.397, 0.541, -1.764], [-2.889, 0.784, 0.130], [1.546, -0.819, -0.783], [1.821, -1.482, 0.909], [-0.018, -0.242, 1.906], [-1.058, -0.093, -2.008], [0.427, 2.123, 0.055], [0.734, 1.920, 1.838], [0.321, 0.415, -2.387]], "e_homo_ev": [-13.242, -14.111], "relative_energy_kcal_mol": 0.0, "e_lumo_ev": [-3.9, -7.9], "homo_lumo_gap_ev": [9.299, 6.215], "multiplicity": 3, "charge": 1}

[4]
{"formula": "C47H122N6O17", "method": "ωB97M-V with the def2-TZVPD basis set", "symbols": ["C", "O", "H", "H", "H", "H", "C", "O", "H", "H", "H", "H", "C", "O", "C", "C", "N", "C", "C", "O", "C", "H", "H", "H", "H", "H", "H", "H", "H", "H", "H", "H", "H", "H", "H", "H", "C", "O", "C", "C", "N", "C", "C", "O", "C", "H", "H", "H", "H", "H", "H", "H", "H", "H", "H", "H", "H", "H", "H", "H", "C", "O", "C", "C", "N", "C", "C", "O", "C", "H", "H", "H", "H", "H", "H", "H", "H", "H", "H", "H", "H", "H", "H", "H", "C", "O", "C", "C", "N", "C", "C", "O", "C", "H", "H", "H", "H", "H", "H", "H", "H", "H", "H", "H", "H", "H", "H", "H", "C", "O", "C", "C", "N", "C", "C", "O", "C", "H", "H", "H", "H", "H", "H", "H", "H", "H", "H", "H", "H", "H", "H", "H", "C", "O", "C", "C", "N", "C", "C", "O", "C", "H", "H", "H", "H", "H", "H", "H", "H", "H", "H", "H", "H", "H", "H", "H", "C", "C", "C", "O", "H", "H", "H", "H", "H", "H", "H", "H", "C", "C", "C", "O", "H", "H", "H", "H", "H", "H", "H", "H", "C", "C", "C", "O", "H", "H", "H", "H", "H", "H", "H", "H"], "positions_angstrom": [[3.507, 0.294, -1.409], [2.608, 1.092, -0.706], [4.510, 0.717, -1.468], [3.641, -0.651, -0.883], [3.185, 0.105, -2.433], [2.848, 1.990, -0.946], [-0.238, -1.761, -4.068], [0.880, -0.975, -3.689], [-0.508, -2.441, -3.260], [-1.124, -1.161, -4.276], [-0.005, -2.298, -4.987], [0.735, -0.612, -2.812], [-3.981, -2.030, 0.187], [-4.228, -1.490, 1.487], [-4.605, -2.501, 2.445], [-4.652, -1.779, 3.824], [-5.589, -0.671, 3.759], [-5.516, 0.172, 4.950], [-4.239, 1.100, 4.884], [-4.074, 1.612, 3.535], [-3.033, 2.509, 3.331], [-4.837, -2.651, -0.076], [-3.066, -2.619, 0.259], [-3.953, -1.155, -0.462], [-3.902, -3.331, 2.518], [-5.545, -2.957, 2.133], [-3.643, -1.462, 4.084], [-4.932, -2.541, 4.552], [-5.204, -0.179, 2.966], [-5.552, -0.376, 5.891], [-6.387, 0.827, 4.978], [-3.349, 0.497, 5.063], [-4.268, 1.827, 5.696], [-3.090, 3.451, 3.876], [-2.993, 2.691, 2.257], [-2.074, 2.044, 3.559], [3.552, -9.315, -5.469], [3.624, -7.941, -5.128], [3.137, -7.035, -6.144], [3.473, -5.541, -5.994], [2.563, -4.940, -5.028], [2.908, -5.325, -3.657], [2.319, -4.304, -2.652], [2.838, -4.423, -1.353], [2.209, -3.567, -0.414], [3.793, -9.811, -4.529], [4.272, -9.613, -6.231], [2.558, -9.644, -5.771], [2.066, -7.164, -6.296], [3.403, -7.389, -7.140], [3.301, -5.019, -6.936], [4.501, -5.279, -5.743], [1.643, -5.318, -5.202], [3.963, -5.350, -3.381], [2.621, -6.360, -3.473], [1.236, -4.426, -2.676], [2.424, -3.269, -2.976], [2.495, -2.519, -0.510], [2.429, -3.939, 0.587], [1.129, -3.715, -0.444], [-3.895, -2.201, -4.101], [-3.212, -2.588, -5.251], [-4.068, -3.001, -6.300], [-3.275, -3.686, -7.449], [-2.753, -5.056, -7.195], [-1.798, -5.020, -6.063], [-1.276, -6.473, -5.809], [-0.262, -6.381, -4.834], [0.080, -7.620, -4.224], [-4.642, -1.449, -4.356], [-3.213, -1.838, -3.332], [-4.413, -3.074, -3.707], [-4.538, -2.119, -6.735], [-4.793, -3.740, -5.958], [-2.423, -3.048, -7.684], [-3.912, -3.778, -8.329], [-3.479, -5.723, -6.972], [-2.268, -4.735, -5.122], [-0.990, -4.311, -6.246], [-0.791, -6.839, -6.714], [-2.043, -7.193, -5.524], [0.564, -8.340, -4.883], [-0.850, -8.099, -3.918], [0.789, -7.469, -3.410], [0.411, 3.350, 2.072], [-0.753, 4.031, 2.407], [-1.142, 4.950, 1.419], [-2.151, 5.920, 2.001], [-1.547, 6.858, 2.977], [-2.562, 7.744, 3.611], [-1.894, 8.623, 4.620], [-1.180, 7.814, 5.556], [-1.915, 7.238, 6.616], [0.518, 2.509, 2.756], [1.252, 4.043, 2.098], [0.282, 2.916, 1.081], [-1.598, 4.436, 0.573], [-0.311, 5.592, 1.130], [-2.963, 5.386, 2.494], [-2.606, 6.450, 1.164], [-1.230, 6.256, 3.724], [-3.401, 7.260, 4.111], [-2.950, 8.454, 2.880], [-2.626, 9.273, 5.099], [-1.161, 9.343, 4.256], [-1.203, 6.718, 7.257], [-2.657, 6.603, 6.134], [-2.464, 7.909, 7.277], [6.695, 2.691, 7.385], [5.584, 3.442, 6.906], [4.399, 3.381, 7.749], [3.668, 2.082, 7.626], [3.276, 1.843, 6.270], [2.736, 0.462, 6.091], [2.181, 0.184, 4.688], [3.247, 0.037, 3.687], [2.753, -0.393, 2.418], [6.484, 1.632, 7.235], [6.897, 2.839, 8.446], [7.571, 2.935, 6.784], [3.672, 4.189, 7.666], [4.684, 3.465, 8.798], [2.775, 2.117, 8.251], [4.349, 1.271, 7.885], [4.057, 2.075, 5.674], [1.905, 0.261, 6.767], [3.478, -0.286, 6.371], [1.482, 0.983, 4.440], [1.726, -0.800, 4.801], [2.317, -1.386, 2.523], [3.542, -0.429, 1.667], [1.946, 0.300, 2.179], [5.351, 4.841, 2.056], [4.331, 4.996, 1.093], [4.357, 4.061, 0.075], [3.268, 4.448, -0.963], [3.170, 3.405, -2.003], [1.929, 3.715, -2.758], [1.587, 2.668, -3.856], [0.297, 2.978, -4.342], [-0.141, 1.991, -5.254], [6.339, 4.829, 1.594], [5.142, 3.990, 2.704], [5.314, 5.657, 2.778], [4.120, 3.081, 0.490], [5.335, 3.940, -0.392], [3.510, 5.439, -1.348], [2.300, 4.484, -0.463], [3.965, 3.623, -2.585], [1.954, 4.726, -3.165], [1.126, 3.626, -2.026], [1.650, 1.663, -3.439], [2.317, 2.622, -4.664], [-0.407, 1.049, -4.776], [0.538, 1.687, -6.050], [-1.029, 2.404, -5.733], [-1.415, 0.008, 0.939], [-1.016, 0.037, -0.552], [-0.819, 1.365, -1.179], [0.235, -0.708, -0.679], [-2.402, 0.452, 1.070], [-0.735, 0.638, 1.513], [-1.306, -1.022, 1.277], [-1.765, -0.441, -1.184], [-0.638, 1.258, -2.248], [0.032, 1.934, -0.803], [-1.755, 1.885, -0.976], [0.857, -0.022, -0.428], [-0.463, -3.032, 3.395], [0.286, -4.346, 3.109], [1.398, -4.611, 4.177], [-0.588, -5.405, 3.111], [0.216, -2.186, 3.289], [-0.966, -3.000, 4.361], [-1.254, -2.873, 2.662], [0.773, -4.243, 2.138], [2.104, -5.366, 3.831], [1.060, -5.024, 5.127], [1.929, -3.694, 4.433], [-1.196, -5.315, 3.849], [-2.834, 4.607, -2.443], [-3.881, 3.958, -3.350], [-3.575, 2.466, -3.606], [-5.107, 4.016, -2.656], [-2.939, 5.689, -2.359], [-1.809, 4.381, -2.736], [-2.839, 4.210, -1.428], [-3.943, 4.449, -4.321], [-3.509, 1.921, -2.664], [-2.644, 2.366, -4.165], [-4.323, 1.972, -4.227], [-5.389, 4.885, -2.953]], "e_homo_ev": [0.922, -6.736], "e_lumo_ev": [2.1, 2.1], "homo_lumo_gap_ev": [1.146, 8.821], "multiplicity": 2, "charge": -1}

[5]
{"formula": "C13H14Cl36NO3P2S", "method": "ωB97M-V with the def2-TZVPD basis set", "symbols": ["C", "C", "N", "P", "C", "S", "C", "P", "O", "O", "O", "H", "H", "H", "H", "H", "H", "H", "H", "H", "H", "H", "H", "H", "H", "C", "Cl", "Cl", "Cl", "Cl", "C", "Cl", "Cl", "Cl", "Cl", "C", "Cl", "Cl", "Cl", "Cl", "C", "Cl", "Cl", "Cl", "Cl", "C", "Cl", "Cl", "Cl", "Cl", "C", "Cl", "Cl", "Cl", "Cl", "C", "Cl", "Cl", "Cl", "Cl", "C", "Cl", "Cl", "Cl", "Cl", "C", "Cl", "Cl", "Cl", "Cl"], "positions_angstrom": [[2.172, 1.210, 0.328], [0.695, 0.949, 0.039], [-0.123, 2.083, 0.564], [-1.454, 2.575, -0.271], [-2.618, 3.334, 0.833], [-0.904, 4.123, -1.537], [-2.236, 1.314, -1.308], [-3.025, -0.111, -0.514], [-3.734, -0.869, -1.542], [-1.927, -0.990, 0.239], [-3.978, 0.485, 0.618], [2.299, 1.492, 1.369], [2.724, 0.285, 0.166], [2.557, 1.982, -0.332], [0.558, 0.832, -1.032], [0.414, 0.042, 0.565], [-0.327, 1.979, 1.552], [-3.452, 3.730, 0.257], [-2.945, 2.629, 1.593], [-2.131, 4.182, 1.318], [-0.278, 3.385, -2.465], [-3.044, 1.819, -1.839], [-1.518, 0.958, -2.043], [-2.026, -0.909, 1.195], [-4.689, -0.163, 0.738], [-6.747, -2.300, -3.342], [-8.080, -3.201, -4.052], [-6.826, -0.615, -3.855], [-6.856, -2.367, -1.576], [-5.214, -3.032, -3.847], [-8.089, -7.382, -2.605], [-6.973, -8.536, -1.868], [-7.694, -5.748, -2.059], [-7.948, -7.459, -4.362], [-9.742, -7.774, -2.130], [-4.665, 0.291, -7.319], [-2.975, 0.804, -7.436], [-5.267, -0.118, -8.923], [-4.786, -1.108, -6.255], [-5.629, 1.619, -6.650], [-10.432, -6.244, -7.664], [-9.679, -5.433, -6.286], [-9.263, -7.349, -8.392], [-11.838, -7.154, -7.109], [-10.935, -5.045, -8.857], [5.163, 0.742, 2.794], [3.702, -0.133, 3.292], [4.779, 2.450, 2.537], [6.370, 0.595, 4.078], [5.753, 0.051, 1.286], [10.452, 0.202, 1.530], [9.006, 0.182, 2.550], [10.683, -1.393, 0.809], [10.237, 1.403, 0.252], [11.858, 0.623, 2.507], [7.503, 4.552, 5.142], [8.209, 3.372, 4.033], [5.975, 3.931, 5.787], [8.609, 4.851, 6.479], [7.198, 6.061, 4.276], [8.390, 7.093, 10.126], [9.686, 6.145, 10.860], [7.297, 6.012, 9.255], [7.501, 7.953, 11.384], [9.082, 8.256, 8.991], [4.238, -4.236, 1.625], [4.245, -5.307, 0.226], [3.217, -2.826, 1.282], [3.593, -5.089, 3.027], [5.879, -3.689, 1.967]], "e_homo_ev": -12.157, "relative_energy_kcal_mol": 14.3, "e_lumo_ev": -3.0, "homo_lumo_gap_ev": 9.155, "multiplicity": 1, "charge": 1}

[6]
{"formula": "C7H12ClNO11P2RuS", "method": "ωB97M-V with the def2-TZVPD basis set", "symbols": ["Ru", "C", "C", "O", "P", "O", "O", "O", "P", "O", "O", "O", "H", "H", "H", "H", "H", "H", "H", "O", "Cl", "O", "O", "O", "S", "C", "N", "C", "C", "C", "C", "H", "H", "H", "H", "H"], "positions_angstrom": [[-0.288, 0.113, -0.441], [3.693, 1.536, -2.846], [2.601, 0.614, -2.292], [2.707, -0.602, -2.992], [2.856, 0.433, -0.472], [3.458, 1.730, 0.154], [3.962, -0.644, -0.356], [1.566, 0.010, 0.261], [0.924, 1.322, -2.432], [0.789, 2.245, -3.666], [0.645, 1.997, -1.080], [-0.115, 0.173, -2.402], [4.677, 1.158, -2.574], [3.590, 2.558, -2.483], [3.605, 1.531, -3.931], [2.168, -1.302, -2.600], [2.834, 2.432, 0.395], [4.290, -0.917, 0.515], [0.277, 1.966, -4.441], [-2.253, -3.220, -0.795], [-1.530, -2.060, -0.577], [-0.163, -2.052, -1.126], [-2.169, -0.811, -1.135], [-1.306, -1.678, 0.824], [-1.051, 1.575, 0.971], [-2.792, 1.249, 1.101], [-3.189, 0.338, 2.019], [-4.473, 0.027, 2.239], [-5.460, 0.644, 1.500], [-5.093, 1.582, 0.548], [-3.748, 1.893, 0.349], [-2.475, -0.139, 2.561], [-4.665, -0.711, 3.006], [-6.495, 0.389, 1.678], [-5.850, 2.083, -0.041], [-3.445, 2.635, -0.375]], "e_homo_ev": [-16.714, -16.714], "relative_energy_kcal_mol": 0.0, "e_lumo_ev": [-8.9, -8.9], "homo_lumo_gap_ev": [7.819, 7.819], "multiplicity": 1, "charge": 2}

[7]
{"formula": "C5H11N3", "method": "ωB97M-V with the def2-TZVPD basis set", "symbols": ["C", "C", "C", "N", "C", "C", "N", "N", "H", "H", "H", "H", "H", "H", "H", "H", "H", "H", "H"], "positions_angstrom": [[-0.507, 0.377, -0.878], [-0.004, 1.732, -0.007], [-2.012, 0.180, -0.977], [1.127, 1.251, 0.739], [1.147, -0.148, 0.703], [0.241, -0.676, -0.139], [2.027, -0.809, 1.578], [0.057, -2.062, -0.384], [1.239, 1.640, 1.667], [-0.095, 0.544, -1.877], [2.188, -1.766, 1.293], [2.904, -0.322, 1.672], [0.264, -2.630, 0.432], [-0.883, -2.283, -0.699], [0.293, 2.488, -0.731], [-0.807, 2.100, 0.642], [-2.482, 1.065, -1.409], [-2.445, -0.013, 0.002], [-2.251, -0.666, -1.628]], "e_homo_ev": -6.465, "relative_energy_kcal_mol": 17.9, "smiles": "C[C@H]1CNC(N)=C1N", "e_lumo_ev": 1.1, "homo_lumo_gap_ev": 7.555, "multiplicity": 1}

[8]
{"formula": "CH3NO3S", "method": "ωB97M-V with the def2-TZVPD basis set", "symbols": ["C", "N", "O", "O", "O", "S", "H", "H", "H"], "positions_angstrom": [[-0.648, -0.230, 0.867], [0.509, -0.003, 0.523], [1.286, 0.384, -2.006], [0.379, 2.447, -1.046], [-1.426, -1.344, 0.790], [1.383, 1.401, -0.964], [-1.331, 0.563, 1.319], [1.038, -0.965, -0.081], [-1.189, -2.253, 0.598]], "e_homo_ev": -10.313, "relative_energy_kcal_mol": 44.0, "e_lumo_ev": 0.1, "homo_lumo_gap_ev": 10.423, "multiplicity": 1}